# 1
{
  "formula": "C6H12N2O",
  "method": "wB97M-V/def2-TZVPD",
  "relative_energy_kcal_mol": 105.8,
  "e_lumo_ev": -0.43,
  "charge": 0,
  "homo_energy_ha": -0.284,
  "homo_lumo_gap_ev": 7.3,
  "e_tot_ev": -11440.0825,
  "spin_multiplicity": 1,
  "elements": ["C", "C", "C", "C", "C", "C", "N", "N", "O", "H", "H", "H", "H", "H", "H", "H", "H", "H", "H", "H", "H"],
  "positions_angstrom": [[-0.079, 0.118, -1.307], [-1.175, -0.289, 1.177], [-1.129, -0.820, -1.911], [1.341, 0.894, 0.828], [0.293, -0.407, 0.127], [-0.559, 0.291, 2.276], [1.063, 0.161, -2.201], [-0.132, 0.640, 3.338], [0.841, -1.514, 0.226], [-0.485, 1.130, -1.219], [1.552, -0.727, -2.157], [1.717, 0.892, -1.947], [-0.532, 0.420, 4.245], [-1.927, 0.370, 0.743], [-1.541, -1.305, 1.308], [-2.034, -0.875, -1.310], [-1.397, -0.469, -2.905], [-0.720, -1.826, -1.989], [1.793, 0.599, 1.773], [2.131, 0.795, 0.079], [0.979, 1.924, 0.826]],
  "mulliken_charge": [0.023, -0.776, -1.462, -1.780, 0.956, 0.408, -0.666, -0.385, -0.725, 0.370, 0.320, 0.301, 0.329, 0.375, 0.366, 0.359, 0.390, 0.294, 0.478, 0.505, 0.320]
}



# 2
{
  "formula": "C6H12N2O",
  "method": "wB97M-V/def2-TZVPD",
  "relative_energy_kcal_mol": 133.0,
  "e_lumo_ev": [-0.91, -0.47],
  "charge": 0,
  "homo_energy_ha": [-0.327, -0.318],
  "homo_lumo_gap_ev": [8.0, 8.2],
  "e_tot_ev": -11438.9025,
  "spin_multiplicity": 1,
  "elements": ["C", "C", "C", "C", "N", "C", "C", "N", "O", "H", "H", "H", "H", "H", "H", "H", "H", "H", "H", "H", "H"],
  "positions_angstrom": [[-0.740, -1.314, 0.466], [0.705, 0.926, -0.048], [0.639, -1.573, -1.509], [1.668, 0.995, 1.117], [0.536, -1.185, -0.128], [-1.140, 0.189, 0.586], [-1.837, 0.700, -0.666], [-1.388, 0.644, 1.781], [-2.118, 0.048, -1.633], [-1.308, 1.662, 1.834], [-0.672, -1.683, 1.488], [-1.475, -1.851, -0.142], [-2.092, 1.775, -0.577], [0.208, 1.896, -0.171], [1.188, 0.833, -1.018], [1.567, -1.177, -1.930], [-0.201, -1.280, -2.147], [0.722, -2.668, -1.539], [2.287, 1.892, 1.024], [1.136, 1.048, 2.066], [2.317, 0.125, 1.145]],
  "mulliken_charge": [-0.801, -0.673, -0.887, -1.104, -0.229, 0.915, -0.113, -0.813, -0.463, 0.250, 0.349, 0.393, 0.348, 0.429, 0.477, 0.329, 0.310, 0.334, 0.374, 0.280, 0.295]
}



# 3
{
  "formula": "C6H12N2O",
  "method": "wB97M-V/def2-TZVPD",
  "relative_energy_kcal_mol": 117.9,
  "smiles": "CNN(C(C)=O)C1CC1",
  "e_lumo_ev": 0.91,
  "charge": 0,
  "homo_energy_ha": -0.336,
  "homo_lumo_gap_ev": 10.0,
  "e_tot_ev": -11439.5593,
  "spin_multiplicity": 1,
  "elements": ["C", "N", "N", "C", "C", "O", "C", "C", "C", "H", "H", "H", "H", "H", "H", "H", "H", "H", "H", "H", "H"],
  "positions_angstrom": [[0.927, 1.741, -0.354], [0.628, 0.968, 0.865], [0.078, -0.330, 0.604], [0.752, -1.393, 0.228], [2.171, -0.756, -0.243], [0.473, -2.584, 0.148], [-1.320, -0.433, 0.649], [-2.173, 0.579, -0.099], [-2.236, -1.012, -0.379], [0.040, 1.548, -1.032], [1.802, 1.242, -0.848], [0.903, 2.867, 0.066], [1.289, 0.982, 1.572], [2.995, -0.631, 0.651], [2.114, 0.054, -1.003], [2.789, -1.539, -0.841], [-1.470, -0.461, 1.733], [-1.812, 1.279, -0.875], [-3.040, 0.727, 0.475], [-1.684, -1.415, -1.243], [-3.226, -1.432, -0.075]],
  "mulliken_charge": [-0.612, -0.563, 0.376, 0.647, -0.945, -0.625, -0.002, -0.722, -0.610, 0.189, 0.105, 0.270, 0.243, 0.252, 0.254, 0.345, 0.406, 0.221, 0.294, 0.243, 0.232]
}



# 4
{
  "formula": "C6H12N2O",
  "method": "wB97M-V/def2-TZVPD",
  "relative_energy_kcal_mol": 88.8,
  "smiles": "C=CC(=C)C.NC(N)=O",
  "e_lumo_ev": [0.68, 0.68],
  "charge": 0,
  "homo_energy_ha": [-0.250, -0.250],
  "homo_lumo_gap_ev": [7.5, 7.5],
  "e_tot_ev": -11440.8187,
  "spin_multiplicity": 1,
  "elements": ["C", "C", "C", "C", "C", "H", "H", "H", "H", "H", "H", "H", "H", "N", "C", "N", "O", "H", "H", "H", "H"],
  "positions_angstrom": [[-2.032, 1.023, -1.339], [-1.131, 0.953, -0.350], [-0.838, -0.319, 0.513], [-0.826, -0.123, 1.870], [-1.394, -1.583, -0.094], [-2.292, 0.170, -1.948], [-2.637, 1.904, -1.497], [-1.032, 1.858, 0.245], [-1.438, 0.611, 2.369], [-0.064, -0.582, 2.480], [-1.176, -1.619, -1.161], [-0.891, -2.425, 0.376], [-2.476, -1.646, 0.012], [2.984, -0.401, -0.878], [1.878, -0.082, -0.134], [1.920, 1.147, 0.470], [1.212, -1.035, 0.382], [2.986, -1.317, -1.299], [3.559, 0.328, -1.264], [2.500, 1.874, 0.085], [1.189, 1.265, 1.162]],
  "mulliken_charge": [-0.707, -0.327, 1.050, -1.081, -1.589, 0.248, 0.255, 0.290, 0.327, 0.310, 0.359, 0.384, 0.343, -0.447, 0.645, -0.345, -0.606, 0.248, 0.174, 0.184, 0.284]
}



# 5
{
  "formula": "C6H12N2O",
  "method": "wB97M-V/def2-TZVPD",
  "relative_energy_kcal_mol": 141.5,
  "e_lumo_ev": 0.66,
  "charge": 0,
  "homo_energy_ha": -0.332,
  "homo_lumo_gap_ev": 9.7,
  "e_tot_ev": -11438.5352,
  "spin_multiplicity": 1,
  "elements": ["C", "C", "C", "C", "C", "C", "H", "H", "H", "H", "H", "H", "H", "H", "H", "H", "H", "H", "N", "N", "O"],
  "positions_angstrom": [[0.115, 1.346, 0.635], [-0.692, 0.765, 1.750], [-0.508, -0.589, 1.131], [-0.337, 0.116, -0.257], [0.245, -0.521, -1.514], [0.364, -1.920, -1.710], [-0.031, 3.477, 0.311], [-0.657, 2.481, -1.027], [1.244, 1.261, 0.785], [-0.125, 0.793, 2.751], [-1.697, 1.159, 1.763], [-1.381, -1.323, 1.129], [0.877, -1.887, 0.608], [-1.474, 0.371, -0.494], [0.071, 0.231, -2.260], [0.407, -2.598, -2.587], [0.075, -2.486, -0.770], [1.766, -0.964, -0.439], [-0.511, 2.459, 0.110], [1.542, -1.122, -1.464], [0.707, -1.047, 1.551]],
  "mulliken_charge": [0.777, -1.122, 0.097, -0.757, -0.186, -0.343, 0.261, 0.261, 0.205, 0.293, 0.332, 0.289, 0.350, 0.333, 0.423, 0.290, 0.061, 0.319, -0.639, -0.607, -0.638]
}



# 6
{
  "formula": "C6H12N2O",
  "method": "wB97M-V/def2-TZVPD",
  "relative_energy_kcal_mol": 239.9,
  "smiles": "[H]/N=C(C)\\C=N\\[H].C=COC",
  "e_lumo_ev": 0.04,
  "charge": 0,
  "homo_energy_ha": -0.281,
  "homo_lumo_gap_ev": 7.7,
  "e_tot_ev": -11434.2686,
  "spin_multiplicity": 1,
  "elements": ["H", "N", "C", "C", "C", "N", "H", "H", "H", "H", "H", "C", "C", "O", "C", "H", "H", "H", "H", "H", "H"],
  "positions_angstrom": [[2.228, -0.026, 1.371], [1.723, 0.850, 1.532], [0.815, 1.076, 0.674], [0.124, 2.404, 0.665], [1.009, 0.216, -0.967], [0.411, 0.724, -1.956], [1.017, 1.040, -2.708], [-0.452, 2.510, 1.586], [0.819, 3.242, 0.629], [-0.549, 2.463, -0.192], [2.064, -0.069, -0.940], [-1.852, -0.819, 1.452], [-1.084, -0.329, 0.462], [-0.118, -1.178, -0.188], [-0.107, -2.339, -1.046], [-1.540, -1.640, 2.080], [-2.832, -0.397, 1.608], [-1.492, 0.353, -0.278], [0.382, -3.119, -1.630], [-0.557, -1.935, -1.959], [-0.006, -3.027, -0.193]],
  "mulliken_charge": [0.245, -0.793, 0.796, -1.177, -0.124, -0.656, 0.227, 0.284, 0.374, 0.298, 0.474, -0.683, -0.067, -0.359, -0.762, 0.268, 0.248, 0.392, 0.384, 0.356, 0.273]
}



# 7
{
  "formula": "C6H12N2O",
  "method": "wB97M-V/def2-TZVPD",
  "relative_energy_kcal_mol": 60.9,
  "smiles": "C/N=C(C)/N=C(/C)CO",
  "e_lumo_ev": 0.84,
  "charge": 0,
  "homo_energy_ha": -0.312,
  "homo_lumo_gap_ev": 9.3,
  "e_tot_ev": -11442.0304,
  "spin_multiplicity": 1,
  "elements": ["C", "N", "C", "C", "N", "C", "C", "C", "O", "H", "H", "H", "H", "H", "H", "H", "H", "H", "H", "H", "H"],
  "positions_angstrom": [[2.537, -0.215, 0.399], [1.115, -0.007, 0.531], [0.292, -0.981, 0.304], [0.677, -2.374, -0.115], [-1.025, -0.686, 0.210], [-1.542, 0.366, -0.259], [-2.959, 0.714, 0.033], [-0.301, 1.685, -0.697], [-0.026, 2.427, 0.434], [2.900, -0.896, 1.176], [2.835, -0.643, -0.566], [3.034, 0.749, 0.531], [1.252, -2.859, 0.674], [-0.217, -2.954, -0.336], [1.291, -2.351, -1.014], [-3.459, -0.072, 0.600], [-2.969, 1.631, 0.626], [-3.494, 0.926, -0.894], [-0.973, 2.252, -1.333], [0.552, 1.441, -1.335], [0.481, 1.846, 1.031]],
  "mulliken_charge": [-1.076, -0.334, 0.628, -1.176, -0.490, 0.574, -1.154, -0.480, -0.535, 0.341, 0.341, 0.292, 0.322, 0.335, 0.322, 0.360, 0.292, 0.293, 0.372, 0.316, 0.456]
}



# 8
{
  "formula": "C6H12N2O12S2",
  "method": "wB97M-V/def2-TZVPD",
  "smiles": "N[C@@H](OC=O)ON=O.O=S1(=O)OCCO1.O=S1(=O)OCCO1",
  "e_lumo_ev": 0.01,
  "charge": 0,
  "homo_energy_ha": -0.367,
  "homo_lumo_gap_ev": 10.0,
  "e_tot_ev": -55632.1527,
  "spin_multiplicity": 1,
  "elements": ["N", "C", "O", "C", "O", "O", "N", "O", "H", "H", "H", "H", "O", "S", "O", "O", "C", "C", "O", "H", "H", "H", "H", "O", "S", "O", "O", "C", "C", "O", "H", "H", "H", "H"],
  "positions_angstrom": [[-1.793, -0.738, -1.201], [-1.838, -2.053, -0.639], [-1.606, -1.962, 0.764], [-1.210, -3.088, 1.386], [-0.803, -4.085, 0.844], [-3.075, -2.710, -0.851], [-4.055, -2.463, 0.186], [-4.710, -1.542, -0.049], [-0.832, -0.618, -1.493], [-1.931, -0.089, -0.443], [-1.102, -2.673, -1.127], [-1.271, -2.985, 2.469], [-0.160, 1.434, -0.018], [-0.309, 1.902, 1.314], [-0.076, 1.055, 2.423], [-1.746, 2.585, 1.441], [-1.619, 3.949, 1.873], [-0.276, 4.386, 1.327], [0.559, 3.230, 1.500], [-1.640, 3.972, 2.963], [-2.446, 4.531, 1.476], [0.149, 5.224, 1.869], [-0.330, 4.622, 0.262], [1.025, -0.602, -3.064], [2.426, -0.717, -2.872], [3.331, -0.524, -3.941], [2.695, -2.134, -2.179], [3.412, -1.964, -0.949], [2.987, -0.596, -0.452], [2.902, 0.195, -1.646], [4.482, -1.998, -1.164], [3.151, -2.763, -0.262], [3.708, -0.159, 0.232], [2.002, -0.621, 0.020]],
  "mulliken_charge": [-0.615, 0.210, -0.179, 0.017, -0.481, -0.271, 0.195, -0.246, 0.337, 0.236, 0.428, 0.399, -0.489, 1.217, -0.608, -0.317, -0.345, -0.348, -0.321, 0.302, 0.303, 0.314, 0.276, -0.525, 1.119, -0.565, -0.308, -0.327, -0.155, -0.276, 0.278, 0.325, 0.342, 0.080]
}